Arrangement i

Here is an isolated ion of composition C4H10NS and charge -1 from the OMol25 dataset. Energies are from wB97M-V/def2-TZVPD.

Each line ends with the natural charge from an NBO analysis.
Geometry (Å):
H1 0.49256 -1.09423 0.51932  0.1661
H2 -0.81522 -0.61578 2.31880  0.1961
H3 -1.22565 0.64720 -0.99344  0.3395
H4 0.86011 1.89327 0.23781  0.2298
H5 2.01362 0.76876 0.64557  0.2493
S1 0.62606 1.11998 2.98542  -0.7657
C1 0.10192 -0.07783 0.39676  -0.0723
N1 -0.95178 -0.25582 -0.62374  -0.6305
H6 -1.46490 -1.34587 -2.31909  0.1796
C2 -0.49294 0.25298 1.75445  -0.5100
H7 -1.31953 0.95627 1.66908  0.1824
H8 1.59543 0.73109 -1.05655  0.1820
C3 1.18061 0.89043 -0.06105  -0.6757
H9 -0.19259 -2.06670 -1.35967  0.1837
H10 0.18237 -0.69292 -2.38846  0.1477
C4 -0.59008 -1.11084 -1.72521  -0.4021

- orbital gap (eV) = 5.90
- charge = -1
- SMILES = CN[C@@H](C)C[S-]
- highest occupied orbital energy (eV) = -2.168
- multiplicity = 1

***

Arrangement ii

Here is an isolated ion of composition C4H10NS and charge -1 from the OMol25 dataset. Energies are from wB97M-V/def2-TZVPD.

Each line ends with the natural charge from an NBO analysis.
Geometry (Å):
H1 -1.47677 -0.92217 1.44434  0.2130
C1 -0.95518 -0.27326 0.73383  -0.4400
H2 0.65397 1.01966 -1.18174  0.1850
H3 0.70253 -1.21298 1.70637  0.1774
H4 1.18921 1.08642 1.19724  0.3369
H5 2.13248 0.06863 -1.36799  0.1803
C2 1.63921 0.81488 -0.75858  -0.4197
C3 -1.65809 -0.26008 -0.61074  -0.5291
H6 -1.46021 0.66946 -1.15893  0.1706
C4 0.52683 -0.72538 0.75804  -0.2219
H7 -1.24181 -1.05260 -1.23575  0.1679
H8 0.67022 -1.47286 -0.02732  0.1785
H9 2.23441 1.73148 -0.80815  0.1796
H10 -1.03620 0.70597 1.21948  0.1794
S1 -3.46883 -0.50501 -0.53443  -0.7280
N1 1.54822 0.32784 0.62434  -0.6298

- orbital gap (eV) = 6.03
- charge = -1
- SMILES = CNCCC[S-]
- highest occupied orbital energy (eV) = -2.232
- multiplicity = 1

***

Arrangement iii

Here is an isolated ion of composition C4H10NS and charge -1 from the OMol25 dataset. Energies are from wB97M-V/def2-TZVPD.

Each line ends with the natural charge from an NBO analysis.
Geometry (Å):
C1 0.33466 0.31034 -0.21960  -0.2456
H1 -0.30183 2.92416 1.41067  0.2135
S1 1.01712 -1.74655 -1.82200  -0.7784
H2 -0.50759 0.67684 -0.93316  0.1952
C2 -1.11724 1.09180 1.58073  -0.2152
C3 -1.32258 2.49696 1.04665  -0.6278
H3 0.43042 -0.17547 1.80945  0.3540
C4 0.15116 -1.23525 -0.23186  -0.5241
H4 -1.29521 1.09250 2.72602  0.1730
H5 0.69283 -1.71219 0.56510  0.1656
H6 -0.84331 -1.64802 -0.32610  0.1937
N1 0.22673 0.58493 1.25536  -0.6594
H7 1.27433 0.65755 -0.54125  0.2062
H8 -1.88943 0.49454 1.06812  0.1543
H9 -2.32155 2.90860 1.54267  0.1871
H10 -1.37557 2.64872 -0.01249  0.2078

- orbital gap (eV) = 5.93
- charge = -1
- SMILES = CCNCC[S-]
- highest occupied orbital energy (eV) = -2.185
- multiplicity = 1

***

Result of the stability comparison: arrangement ii is the most stable of them.

***

Arrangement i

Here is C4H12N2S in the gas phase from the OMol25 dataset. Energies are from wB97M-V/def2-TZVPD.

Each line ends with the natural charge from an NBO analysis.
Geometry (Å):
H1 -2.18352 0.10827 -1.26081  0.2086
C1 0.08497 -0.61088 -0.30958  -0.2309
H2 -0.45357 2.39365 1.20026  0.3631
H3 -0.27518 -1.02399 -1.23065  0.2021
N1 -0.26362 1.34891 1.12080  -0.8443
H4 -2.26915 0.03349 0.44170  0.2120
N2 1.61409 -0.74644 -0.47308  -0.6166
H5 -0.20617 -1.21496 0.62135  0.1734
H6 1.54182 -2.20029 0.89142  0.1776
C2 2.01410 -2.19585 -0.14019  -0.4209
C3 -0.42577 0.77910 -0.17015  -0.0697
H7 3.10860 -2.22745 -0.02604  0.2047
H8 -0.02979 1.38073 -0.93688  0.1799
H9 1.60283 -2.81612 -0.89694  0.2011
H10 0.70948 1.32072 1.45968  0.3581
S1 -2.87919 2.26299 -0.27542  -0.0290
H11 -1.74393 2.91387 0.10261  0.1015
H12 2.05770 -0.16503 0.27298  0.3292
C4 -2.00369 0.65929 -0.39105  -0.4999

- orbital gap (eV) = 9.82
- SMILES = CNC[C@H](N)CS
- highest occupied orbital energy (eV) = -8.973
- multiplicity = 1

***

Arrangement ii

Here is C4H12N2S in the gas phase from the OMol25 dataset. Energies are from wB97M-V/def2-TZVPD.

Each line ends with the natural charge from an NBO analysis.
Geometry (Å):
H1 -0.67965 3.06374 0.86407  0.3590
H2 -0.91261 -1.84038 0.28726  0.1879
H3 0.47874 -1.20823 -1.50981  0.2222
H4 -1.64757 0.56892 0.71854  0.1852
C1 0.16849 -0.19911 -1.39367  -0.5783
N1 0.95555 -0.98336 0.93755  -0.6491
C2 -0.67269 1.03662 0.75178  -0.2648
S1 0.65374 0.92956 -2.72501  -0.0172
H5 -0.73272 -1.74891 2.08453  0.1793
H6 0.50500 -2.85562 1.48898  0.2218
C3 0.54140 0.12897 0.12293  -0.0430
N2 -0.57301 2.39827 0.04589  -0.8318
H7 1.82112 -1.34988 0.68122  0.3703
H8 1.37077 0.01779 -3.45606  0.1251
H9 -0.21475 0.94204 1.76836  0.2112
H10 1.43960 0.75092 -0.10297  0.2142
H11 -0.90800 -0.32122 -1.29117  0.1961
H12 -1.49332 2.60991 -0.39813  0.3544
C4 -0.10006 -1.94003 1.12572  -0.4427

- orbital gap (eV) = 9.13
- SMILES = CN[C@H](CN)CS
- highest occupied orbital energy (eV) = -8.220
- multiplicity = 1

***

Arrangement iii

Here is C4H12N2S in the gas phase from the OMol25 dataset. Energies are from wB97M-V/def2-TZVPD.

Each line ends with the natural charge from an NBO analysis.
Geometry (Å):
S1 2.60005 -0.61557 -1.66556  -0.0464
N1 -0.47281 -0.63128 0.92584  -0.6326
H1 -2.59646 0.21956 2.26789  0.1603
H2 0.22869 -0.56105 -1.98565  0.2228
H3 -0.71220 1.24142 0.35656  0.2019
H4 -0.47255 -1.09715 1.86851  0.3565
H5 0.81024 0.80916 -0.97958  0.2222
H6 -4.10279 1.56599 0.64983  0.3547
H7 0.04161 1.19905 2.08751  0.1695
H8 0.69411 -1.99640 -0.05623  0.1995
H9 1.58978 -0.74483 0.79114  0.1624
C1 -0.73680 0.71482 1.31414  -0.2545
C2 0.69375 -0.93541 0.14440  -0.2093
H10 -3.47930 0.30720 -0.09404  0.3534
C3 -2.23058 1.10190 1.59995  -0.2147
N2 -3.20784 1.28076 0.38754  -0.8539
H11 -2.40523 2.07234 2.23366  0.2076
C4 0.90602 -0.20398 -1.19202  -0.5274
H12 2.77355 -1.77654 -0.88322  0.1281

- orbital gap (eV) = 9.81
- SMILES = NCCNCCS
- highest occupied orbital energy (eV) = -8.863
- multiplicity = 1

***

Arrangement iv

Here is C4H12N2S in the gas phase from the OMol25 dataset. Energies are from wB97M-V/def2-TZVPD.

Each line ends with the natural charge from an NBO analysis.
Geometry (Å):
H1 0.78033 -0.22915 2.62036  0.3452
H2 -0.33480 -1.26160 -0.74064  0.2094
H3 -0.97094 0.16251 -1.59389  0.2323
H4 0.95594 0.24964 -2.42997  0.1936
H5 2.33098 0.28896 0.86887  0.1670
H6 -1.52250 -1.27529 1.29337  0.1476
C1 0.29234 0.65563 0.07674  -0.0782
H7 1.85537 1.82403 -2.67920  0.2067
N1 0.88719 -0.94402 1.89801  -0.8290
N2 0.83435 1.58764 -0.89054  -0.6164
H8 2.54153 0.46796 -1.79909  0.1650
C2 1.60168 1.00878 -2.00962  -0.4231
C3 1.38819 -0.24150 0.67792  -0.2335
H9 1.65620 -1.04432 -0.01085  0.1834
H10 -0.23202 1.13897 0.90132  0.2071
H11 1.70009 -1.43641 2.26095  0.3530
H12 1.45285 2.22960 -0.42332  0.3525
S1 -2.27600 -0.67718 0.35420  -0.0669
C4 -0.76483 -0.27339 -0.62142  -0.5158

- orbital gap (eV) = 9.48
- SMILES = CN[C@H](CN)CS
- highest occupied orbital energy (eV) = -8.626
- multiplicity = 1

***

Result of the stability comparison: arrangement iv is the most stable of them.